(1)
40
Properties=species:S:1:pos:R:3:mulliken_charge:R:1 method="wB97M-V/def2-TZVPD" charge=+1 e_tot_ha=-3621.76689 max_force_ev_per_a=1.34 gap_ev="6.81 / 6.81"
Pd 0.36 -0.01 -0.26 1.1384
C -2.46 -2.64 2.19 -1.7167
C -2.14 -2.56 0.71 1.1169
O -2.87 -3.50 -0.07 -0.5578
P -2.57 -0.92 0.00 0.5374
O -3.96 -0.46 0.57 -0.5505
O -2.83 -1.09 -1.53 -0.5565
O -1.55 0.13 0.39 -0.3339
P -0.34 -2.62 0.35 0.9937
O -0.02 -4.18 0.43 -0.6149
O -0.22 -2.01 -1.05 -0.8805
O 0.42 -1.84 1.39 -0.5751
H -3.53 -2.56 2.35 0.4006
H -1.96 -1.84 2.74 0.3308
H -2.11 -3.59 2.59 0.4720
H -2.62 -4.39 0.21 0.3796
H -4.72 -0.70 0.03 0.3649
H -2.07 -1.50 -1.98 0.4303
H 0.90 -4.42 0.27 0.3942
I 3.30 0.06 1.77 0.6851
C 1.89 1.38 2.67 0.3820
C 2.32 2.25 3.65 -0.6642
C 1.37 3.18 4.06 -0.2841
C 0.12 3.18 3.46 -0.7484
C -0.17 2.23 2.48 -0.2582
N 0.72 1.32 2.10 0.2257
H 3.32 2.22 4.06 0.4307
H 1.62 3.91 4.82 0.4194
H -0.63 3.90 3.75 0.4300
H -1.14 2.18 1.99 0.4528
O 3.44 1.66 -2.09 -0.4989
S 2.65 1.18 -1.03 1.2327
O 1.48 1.96 -0.66 -0.5726
O 2.21 -0.24 -1.05 -0.6764
O 3.69 1.22 0.30 -0.4317
Cl -1.76 2.65 -1.77 -0.1160
C -0.80 2.31 -3.22 -0.3162
Cl -0.33 0.60 -3.32 -0.0922
H 0.10 2.91 -3.18 0.2614
H -1.41 2.54 -4.08 0.3662

---

(2)
23
Properties=species:S:1:pos:R:3:lowdin_spin:R:1 method="wB97M-V/def2-TZVPD" charge=+1 e_tot_ha=-5998.21373 s2=0.800 spin_multiplicity=2 max_force_ev_per_a=0.77 gap_ev="5.33 / 5.38"
Re 0.34 0.81 0.16 0.6787
Se 1.18 -1.38 0.04 0.1397
Te 1.27 -2.64 2.21 0.1028
Te 0.42 -0.82 3.93 0.0324
Se -0.14 1.07 2.37 -0.0371
N -0.10 2.90 -0.38 0.0143
C 1.23 2.57 0.05 0.0057
C 2.22 3.43 0.35 -0.0010
C 2.00 4.83 0.13 -0.0006
N 1.69 5.92 -0.08 0.0003
C 3.47 2.95 0.86 0.0005
N 4.47 2.55 1.26 -0.0009
C -0.25 3.18 -1.82 -0.0003
N -1.36 2.44 -2.38 0.0015
C -1.28 1.09 -2.45 0.0117
N -2.16 0.41 -3.19 0.0045
O -0.38 0.46 -1.81 0.0455
H -0.42 4.24 -1.98 -0.0003
H 0.68 2.89 -2.30 -0.0002
H -0.58 3.58 0.21 0.0025
H -2.08 2.93 -2.87 0.0001
H -2.83 0.85 -3.79 0.0003
H -2.10 -0.60 -3.19 0.0002

---

(3)
48
Properties=species:S:1:pos:R:3:mulliken_charge:R:1 method="wB97M-V/def2-TZVPD" e_tot_ha=-2051.88630 max_force_ev_per_a=3.57 smiles="Fc1ccc(-c2cccc(-c3nc(-c4ccoc4)cc(C(F)(F)F)n3)c2)cc1[C@@H]1NOC(=S)N1" gap_ev=8.10
F -4.09 4.06 2.17 -0.3066
C -3.06 3.12 2.19 0.6242
C -2.67 2.60 0.95 -0.9711
C -1.58 1.69 0.95 -0.3604
C -0.80 1.43 2.12 0.4780
C 0.32 0.42 2.08 0.4962
C 0.55 -0.26 3.35 -0.7265
C 1.44 -1.33 3.32 -0.7925
C 2.06 -1.84 2.12 0.0061
C 1.72 -1.28 0.94 0.0535
C 2.29 -1.75 -0.39 -0.2444
N 1.99 -1.06 -1.54 -0.3211
C 2.55 -1.37 -2.68 0.7475
C 2.28 -0.68 -3.93 0.4499
C 3.06 -0.55 -5.14 -0.6483
C 2.37 0.27 -6.05 -0.3592
O 1.24 0.73 -5.41 -0.3172
C 1.19 0.09 -4.27 -0.4512
C 3.39 -2.42 -2.69 -0.5734
C 3.79 -3.03 -1.51 0.0191
C 4.83 -4.28 -1.54 0.8859
F 5.40 -4.36 -0.34 -0.2366
F 3.98 -5.39 -1.60 -0.2567
F 5.73 -4.34 -2.56 -0.2324
N 3.25 -2.69 -0.40 -0.4493
C 0.85 -0.20 0.94 -0.3388
C -1.06 2.21 3.20 -0.4952
C -2.28 2.96 3.30 -0.1633
C -2.33 3.71 4.62 0.3143
N -3.74 3.85 5.07 -0.4359
O -4.08 5.29 5.03 -0.2265
C -2.95 5.99 4.79 0.1833
S -2.85 7.62 4.73 -0.3515
N -1.98 5.14 4.38 -0.1936
H -3.17 2.75 -0.06 0.3334
H -1.19 1.22 0.03 0.2712
H 0.08 -0.09 4.36 0.3235
H 1.67 -2.01 4.17 0.3052
H 2.72 -2.78 2.07 0.3363
H 4.02 -0.98 -5.40 0.3773
H 2.66 0.64 -7.06 0.3711
H 0.40 0.20 -3.55 0.4819
H 3.85 -2.74 -3.63 0.3766
H 0.70 0.31 -0.08 0.3873
H -0.25 2.37 3.91 0.4903
H -1.63 3.35 5.43 0.4007
H -4.30 3.27 4.48 0.4078
H -1.00 5.51 4.52 0.3308

---

Please write out number 2 again, unchanged.
23
Properties=species:S:1:pos:R:3:lowdin_spin:R:1 method="wB97M-V/def2-TZVPD" charge=+1 e_tot_ha=-5998.21373 s2=0.800 spin_multiplicity=2 max_force_ev_per_a=0.77 gap_ev="5.33 / 5.38"
Re 0.34 0.81 0.16 0.6787
Se 1.18 -1.38 0.04 0.1397
Te 1.27 -2.64 2.21 0.1028
Te 0.42 -0.82 3.93 0.0324
Se -0.14 1.07 2.37 -0.0371
N -0.10 2.90 -0.38 0.0143
C 1.23 2.57 0.05 0.0057
C 2.22 3.43 0.35 -0.0010
C 2.00 4.83 0.13 -0.0006
N 1.69 5.92 -0.08 0.0003
C 3.47 2.95 0.86 0.0005
N 4.47 2.55 1.26 -0.0009
C -0.25 3.18 -1.82 -0.0003
N -1.36 2.44 -2.38 0.0015
C -1.28 1.09 -2.45 0.0117
N -2.16 0.41 -3.19 0.0045
O -0.38 0.46 -1.81 0.0455
H -0.42 4.24 -1.98 -0.0003
H 0.68 2.89 -2.30 -0.0002
H -0.58 3.58 0.21 0.0025
H -2.08 2.93 -2.87 0.0001
H -2.83 0.85 -3.79 0.0003
H -2.10 -0.60 -3.19 0.0002

---

What did the first record say?
40
Properties=species:S:1:pos:R:3:mulliken_charge:R:1 method="wB97M-V/def2-TZVPD" charge=+1 e_tot_ha=-3621.76689 max_force_ev_per_a=1.34 gap_ev="6.81 / 6.81"
Pd 0.36 -0.01 -0.26 1.1384
C -2.46 -2.64 2.19 -1.7167
C -2.14 -2.56 0.71 1.1169
O -2.87 -3.50 -0.07 -0.5578
P -2.57 -0.92 0.00 0.5374
O -3.96 -0.46 0.57 -0.5505
O -2.83 -1.09 -1.53 -0.5565
O -1.55 0.13 0.39 -0.3339
P -0.34 -2.62 0.35 0.9937
O -0.02 -4.18 0.43 -0.6149
O -0.22 -2.01 -1.05 -0.8805
O 0.42 -1.84 1.39 -0.5751
H -3.53 -2.56 2.35 0.4006
H -1.96 -1.84 2.74 0.3308
H -2.11 -3.59 2.59 0.4720
H -2.62 -4.39 0.21 0.3796
H -4.72 -0.70 0.03 0.3649
H -2.07 -1.50 -1.98 0.4303
H 0.90 -4.42 0.27 0.3942
I 3.30 0.06 1.77 0.6851
C 1.89 1.38 2.67 0.3820
C 2.32 2.25 3.65 -0.6642
C 1.37 3.18 4.06 -0.2841
C 0.12 3.18 3.46 -0.7484
C -0.17 2.23 2.48 -0.2582
N 0.72 1.32 2.10 0.2257
H 3.32 2.22 4.06 0.4307
H 1.62 3.91 4.82 0.4194
H -0.63 3.90 3.75 0.4300
H -1.14 2.18 1.99 0.4528
O 3.44 1.66 -2.09 -0.4989
S 2.65 1.18 -1.03 1.2327
O 1.48 1.96 -0.66 -0.5726
O 2.21 -0.24 -1.05 -0.6764
O 3.69 1.22 0.30 -0.4317
Cl -1.76 2.65 -1.77 -0.1160
C -0.80 2.31 -3.22 -0.3162
Cl -0.33 0.60 -3.32 -0.0922
H 0.10 2.91 -3.18 0.2614
H -1.41 2.54 -4.08 0.3662